(1)
Entry from OMol25: C9H32B2O3Rb3 as an isolated structure (ωB97M-V/def2-TZVPD).

Each line ends with the Mulliken charge.
Positions of all 49 atoms, in Å:
Rb1 1.79136 2.08827 3.48860  0.806
Rb2 2.48655 -1.35099 -1.45472  0.889
Rb3 2.53032 2.71067 -0.93572  0.829
B1 0.87873 0.68747 0.79059  1.232
H1 0.50026 0.72709 -0.27443  -0.599
H2 0.13116 0.11129 1.47032  -0.358
H3 1.89862 0.19828 0.80796  -0.331
H4 1.04593 1.74096 1.14189  -0.494
B2 3.83778 3.38325 1.89713  0.444
H5 3.04933 4.10490 1.52399  -0.300
H6 4.00352 3.48215 3.02681  -0.300
H7 3.58042 2.32012 1.63897  -0.426
H8 4.88541 3.67398 1.48189  -0.174
C1 -2.41547 3.12708 1.19107  -1.322
C2 -2.65331 2.29280 -0.08800  0.755
C3 -3.72622 2.87685 -0.96981  -1.371
O1 -1.42631 2.29200 -0.85663  -0.461
H9 -2.40970 4.18792 0.93930  0.316
H10 -1.58806 2.78132 1.80381  0.316
H11 -3.33000 3.02597 1.79093  0.399
H12 -2.79930 1.26010 0.24762  0.238
H13 -3.49881 3.92995 -1.13291  0.339
H14 -4.71800 2.77639 -0.53426  0.398
H15 -3.69380 2.35433 -1.92593  0.266
H16 -0.73655 1.91158 -0.29378  0.004
C4 -1.75842 -0.02159 -3.76597  -1.036
C5 -1.69206 -1.36928 -3.01244  0.570
C6 -1.11741 -2.43289 -3.94332  -1.364
O2 -0.84569 -1.17640 -1.88017  -0.429
H17 -2.42013 -0.12163 -4.62825  0.428
H18 -0.71662 0.13077 -4.05197  0.254
H19 -2.13063 0.80654 -3.16563  0.134
H20 -2.68445 -1.74513 -2.74241  0.180
H21 -0.03682 -2.34023 -4.10390  0.269
H22 -1.63189 -2.40115 -4.89984  0.388
H23 -1.19336 -3.42841 -3.49938  0.352
H24 -1.02233 -0.31451 -1.48336  0.217
C7 2.04355 -4.60818 1.42869  -1.373
C8 1.27355 -3.45953 2.04021  0.652
C9 1.76986 -3.04303 3.41355  -1.207
O3 1.21337 -2.39011 1.08178  -0.399
H25 2.11177 -5.45101 2.10696  0.391
H26 3.03817 -4.22462 1.16380  0.277
H27 1.59788 -4.89237 0.47377  0.337
H28 0.21529 -3.76063 2.06307  0.207
H29 2.01497 -3.95465 3.95429  0.411
H30 0.93544 -2.57632 3.94164  0.315
H31 2.60219 -2.34595 3.32833  0.261
H32 0.80989 -1.57339 1.40585  0.069

Atomic forces in eV per Å
-0.10 -0.01 0.48
-0.62 -0.36 0.39
0.09 0.44 0.41
-0.44 -0.54 0.41
-0.71 -0.14 -2.28
-0.90 -0.54 0.78
2.18 -1.04 0.04
-0.01 2.31 0.61
1.57 0.68 -0.01
-1.90 1.49 -0.75
-0.08 0.13 1.92
-0.52 -2.61 -0.77
1.02 0.24 -0.90
-1.78 -0.16 -0.40
1.54 0.42 1.04
0.22 -0.40 -0.01
-0.08 -0.05 -0.24
0.65 0.01 0.04
0.26 0.11 -0.19
0.17 -0.10 0.16
-0.56 -0.03 -0.31
-0.10 0.02 -0.08
-0.01 0.02 0.03
-0.20 0.09 -0.06
-0.18 0.04 -0.02
-0.25 -1.06 0.18
-0.01 0.80 -0.90
0.56 -0.39 0.73
0.41 -0.57 0.14
0.27 0.11 -0.14
-0.14 0.52 -0.36
0.15 -0.03 0.21
-0.01 0.34 0.42
-0.09 0.54 -0.17
0.00 -0.14 -0.03
-0.39 0.00 -0.08
-0.20 -0.02 -0.02
0.47 0.99 -0.72
-1.55 -0.07 -0.51
-0.79 -0.08 -0.39
1.19 0.04 -0.65
0.04 -0.09 -0.05
0.15 -0.32 0.31
-0.19 -0.23 0.19
0.21 -0.35 0.73
0.32 0.18 0.22
0.22 0.21 0.13
0.18 -0.18 0.14
-0.06 -0.20 0.30

Summary:
* HOMO: -11.732 eV
* energy relative to the best compared isomer or geometry (same formula, charge and spin): 0.00 kJ/mol
* electronic energy: -709.51877 hartree
* gap between HOMO and LUMO: 8.256 eV
* net charge: +1

=====

(2)
Entry from OMol25: C3H10O2 as an isolated structure (ωB97M-V/def2-TZVPD).

Each line ends with the Mulliken charge.
Positions of all 15 atoms, in Å:
C1 0.78754 -0.73844 -0.65665  -0.921
C2 1.13781 0.67212 -0.44893  0.322
C3 1.71557 1.10917 0.74350  -0.410
H1 -0.26650 -0.86292 -0.90794  0.109
H2 1.02203 -1.18761 0.21771  0.360
H3 1.22900 -1.31610 -1.52962  0.340
H4 0.79130 1.36187 -1.31280  0.284
H5 1.91279 2.24527 0.81238  0.290
H6 2.51822 0.41253 1.17701  0.279
H7 0.49592 0.91858 0.65762  0.148
H8 -1.62322 0.86091 1.32234  0.199
O1 -1.35079 -0.00677 1.11002  -1.023
H9 -2.17377 -0.72991 -0.13308  0.425
H10 -3.34823 -1.73173 -0.31417  0.295
O2 -2.84768 -1.00696 -0.73736  -0.698

Atomic forces in eV per Å
0.04 -0.24 -3.41
0.09 0.64 -3.06
2.89 1.62 -2.21
-0.16 0.39 0.50
0.36 -2.13 2.60
0.29 1.24 0.86
0.38 -0.63 2.07
-0.53 -2.07 0.16
-2.28 0.74 0.33
-2.11 -0.38 2.35
-0.89 1.36 0.50
2.26 -0.63 -0.65
1.02 0.97 2.07
0.60 0.74 -0.24
-1.95 -1.61 -1.88

Summary:
* HOMO: -7.833 eV
* energy relative to the best compared isomer or geometry (same formula, charge and spin): 522.68 kJ/mol
* electronic energy: -270.57274 hartree
* gap between HOMO and LUMO: 6.499 eV